# 1
{
  "formula": "C23H25ClN4STi",
  "method": "ωB97M-V/def2-TZVPD",
  "homo_lumo_gap_ev": [6.32, 6.30],
  "lumo_ev": [-0.3, -0.6],
  "e_above_lowest_kj_mol": 12.25,
  "multiplicity": 3,
  "largest_force_ev_per_a": 1.21,
  "e_homo_ev": [-6.599, -6.939],
  "symbols": ["Ti", "C", "C", "C", "C", "C", "C", "C", "C", "C", "H", "H", "H", "H", "H", "H", "H", "H", "H", "H", "H", "H", "S", "C", "N", "N", "C", "C", "C", "C", "C", "C", "N", "N", "C", "C", "C", "C", "C", "C", "H", "H", "H", "H", "H", "H", "H", "H", "H", "H", "H", "Cl", "C", "H", "H"],
  "xyz": [[-0.545476, -1.094336, -1.357745], [-2.244945, -3.746817, -2.963426], [-1.616423, -3.254715, -1.691158], [-2.344034, -2.467551, -0.780235], [-1.784311, -2.019386, 0.432804], [-2.602828, -1.313890, 1.476112], [-0.453300, -2.401756, 0.728844], [0.297305, -3.171858, -0.146727], [1.679652, -3.630909, 0.201653], [-0.281214, -3.537856, -1.393340], [-3.325887, -3.822941, -2.856338], [-1.850868, -4.726393, -3.230473], [-2.036001, -3.064324, -3.788695], [-3.379708, -2.236089, -0.995616], [-2.131070, -0.383495, 1.789545], [-2.706382, -1.958214, 2.351447], [-3.597451, -1.075318, 1.104822], [-0.029211, -2.102791, 1.678798], [2.416147, -3.009060, -0.309701], [1.825200, -4.663017, -0.118557], [1.847496, -3.569345, 1.275981], [0.301820, -4.133927, -2.083121], [1.718993, -1.066959, -2.051897], [2.094449, 0.421069, -1.156131], [3.366890, 0.871693, -1.263128], [3.712506, 1.918443, -0.504073], [3.424824, 2.219835, 0.841782], [2.978933, 1.278854, 1.767060], [2.776091, 1.656388, 3.083679], [3.019641, 2.958882, 3.506324], [3.488458, 3.885304, 2.586904], [3.690230, 3.518879, 1.264705], [1.196930, 1.086553, -0.476670], [-0.068976, 0.572700, -0.539953], [-1.038680, 1.469558, -0.021569], [-0.700959, 2.540611, 0.803793], [-1.696004, 3.375959, 1.290039], [-3.030160, 3.172371, 0.957017], [-3.361314, 2.127643, 0.105821], [-2.371181, 1.294320, -0.389065], [4.511720, 2.398373, -0.882398], [2.791354, 0.260620, 1.458109], [2.424702, 0.916502, 3.792878], [2.852215, 3.242736, 4.536652], [3.690754, 4.904453, 2.892372], [4.037582, 4.249798, 0.543014], [0.337500, 2.695472, 1.061559], [-1.421791, 4.200358, 1.937296], [-3.798640, 3.833927, 1.334735], [-4.389561, 1.978432, -0.200157], [-2.651654, 0.531579, -1.112654], [-0.874978, 1.208102, -3.560666], [-1.211391, -0.571450, -3.308901], [-0.658373, -1.074277, -4.100723], [-2.278623, -0.692739, -3.520625]],
  "forces_ev_per_angstrom": [[0.81, -0.20, -0.57], [0.00, 0.04, -0.01], [-0.12, -0.14, 0.17], [-0.14, -0.35, 0.24], [-0.09, -0.28, 0.13], [0.00, 0.03, -0.02], [-0.28, -0.16, -0.02], [-0.17, -0.19, -0.09], [0.00, 0.01, 0.00], [-0.04, -0.04, 0.17], [0.00, 0.00, 0.00], [0.00, 0.00, 0.01], [0.00, 0.00, 0.00], [0.00, 0.09, -0.05], [0.02, 0.00, 0.02], [-0.01, -0.01, -0.01], [0.00, 0.02, -0.01], [0.06, 0.08, -0.03], [-0.01, 0.00, -0.01], [0.00, 0.01, 0.02], [0.01, 0.01, -0.01], [0.05, 0.07, -0.04], [0.11, 0.42, 0.25], [0.14, -0.15, 0.12], [-0.20, -0.10, 0.02], [0.00, 0.08, 0.03], [0.08, 0.02, -0.13], [0.01, -0.03, 0.05], [-0.02, -0.02, 0.01], [0.01, -0.03, -0.05], [0.00, 0.00, -0.01], [-0.03, 0.08, 0.04], [-0.35, -0.09, -0.24], [0.30, 1.05, 0.52], [0.38, -0.15, -0.19], [-0.08, 0.01, 0.22], [0.04, -0.04, 0.00], [0.01, 0.00, -0.01], [0.03, 0.02, 0.02], [-0.16, -0.01, -0.06], [0.08, -0.05, 0.04], [0.00, 0.01, -0.03], [0.01, 0.02, 0.00], [0.00, -0.01, 0.00], [0.00, -0.02, 0.00], [-0.01, -0.01, 0.01], [-0.01, 0.02, 0.00], [0.00, -0.01, -0.01], [0.01, 0.00, 0.01], [0.01, 0.00, 0.00], [0.06, -0.02, -0.03], [-0.13, -0.33, -0.14], [-0.37, 0.41, -0.34], [0.03, -0.08, -0.01], [-0.03, 0.03, -0.01]]
}

# 2
{
  "formula": "C23H25F3MnNO4S",
  "method": "ωB97M-V/def2-TZVPD",
  "homo_lumo_gap_ev": [5.51, 7.23],
  "lumo_ev": [2.7, 2.7],
  "total_charge": -1,
  "multiplicity": 6,
  "largest_force_ev_per_a": 5.17,
  "e_homo_ev": [-2.848, -4.572],
  "symbols": ["C", "C", "C", "H", "C", "C", "H", "C", "C", "C", "H", "C", "C", "H", "H", "H", "H", "H", "H", "Mn", "C", "C", "C", "H", "H", "H", "H", "H", "H", "C", "C", "H", "H", "O", "N", "C", "H", "C", "C", "H", "C", "H", "C", "H", "C", "H", "C", "H", "H", "H", "F", "C", "F", "F", "S", "O", "O", "O"],
  "xyz": [[0.315360, -0.049622, 2.257234], [-0.450366, 1.135250, 2.000058], [-1.685998, 0.744667, 1.385302], [-0.219186, 2.136915, 2.357680], [-1.662492, -0.680133, 1.220313], [-0.420468, -1.171071, 1.761141], [-2.485579, -1.299655, 0.874435], [1.960724, 0.569527, -0.941344], [1.626058, 1.564663, 0.037115], [0.420959, 2.227384, -0.418317], [2.238963, 1.836419, 0.891165], [0.025739, 1.623751, -1.673839], [0.989465, 0.618916, -1.978893], [-2.552476, 1.384173, 1.229100], [-0.177467, -2.215327, 1.918496], [1.231008, -0.107538, 2.840469], [0.991562, 0.031889, -2.895634], [-0.027230, 3.121919, 0.006190], [2.872236, -0.015998, -0.963105], [0.002534, 0.197640, 0.118100], [-1.157021, 1.967266, -2.561780], [-0.723931, 1.972503, -4.032382], [-1.757183, 3.324931, -2.190537], [0.062830, 2.722748, -4.183984], [-1.580562, 2.216578, -4.667458], [-0.339916, 0.993684, -4.337212], [-1.000759, 4.111131, -2.305861], [-2.126801, 3.336416, -1.157533], [-2.594415, 3.543294, -2.863278], [-2.219748, 0.862623, -2.301931], [-3.500783, 0.908150, -3.131849], [-2.516105, 0.921518, -1.240746], [-1.779493, -0.142194, -2.454653], [-3.636503, 1.514298, -4.193303], [-4.553351, 0.204614, -2.603940], [-4.616539, -0.500992, -1.324652], [-5.353631, 0.122965, -3.218674], [-5.002945, 0.399683, -0.163315], [-5.203268, -0.171386, 1.098816], [-5.103248, -1.255423, 1.203207], [-5.526069, 0.632857, 2.193771], [-5.655020, 0.175738, 3.175993], [-5.692073, 2.013276, 2.027455], [-5.964945, 2.639058, 2.878918], [-5.516808, 2.584387, 0.764367], [-5.647501, 3.655838, 0.608878], [-5.177899, 1.778402, -0.331514], [-5.072664, 2.216637, -1.327318], [-3.646795, -0.985415, -1.109606], [-5.356879, -1.310173, -1.418921], [2.858598, -3.573911, 1.377647], [2.696767, -2.616372, 0.445768], [2.625354, -1.415587, 1.106851], [3.799495, -2.572184, -0.331300], [1.124477, -2.891320, -0.568768], [1.587428, -3.245389, -1.882493], [0.364490, -3.832944, 0.215249], [0.422022, -1.548502, -0.593661]],
  "forces_ev_per_angstrom": [[-1.21, -0.20, 1.17], [-1.40, -0.60, 2.08], [-0.13, -0.22, 1.41], [0.09, -0.29, -0.37], [0.07, -0.14, 1.44], [-1.42, 0.61, 2.08], [0.30, 0.13, -0.10], [0.45, 1.81, -0.77], [0.71, 1.09, -1.83], [1.17, 0.72, -1.52], [-0.31, -0.13, -0.09], [1.18, 0.62, 0.29], [0.54, 0.95, -0.22], [0.32, -0.04, -0.27], [0.11, 0.26, -0.40], [-0.10, 0.09, -0.45], [-0.02, -0.11, 0.50], [0.00, -0.44, 0.11], [-0.33, -0.10, 0.16], [-0.46, -0.54, -1.86], [-0.22, -0.47, 0.28], [-0.06, 0.22, -0.16], [-0.03, 0.05, -0.15], [-0.06, -0.20, 0.06], [0.24, -0.05, 0.09], [-0.02, 0.16, 0.04], [-0.15, -0.10, 0.07], [0.10, -0.02, -0.11], [0.09, 0.04, 0.11], [-0.31, 0.06, -0.12], [0.06, 0.34, -0.18], [0.21, -0.07, -0.27], [-0.06, 0.35, 0.07], [-0.11, -0.51, 0.65], [-0.15, -0.53, -0.08], [0.25, 0.11, -0.30], [0.17, 0.19, 0.13], [-0.23, 0.22, 0.15], [0.01, 0.32, -0.02], [0.04, 0.34, 0.12], [-0.05, -0.04, -0.24], [0.02, 0.16, -0.26], [0.10, -0.09, -0.18], [0.13, -0.18, -0.23], [0.02, -0.36, -0.11], [0.02, -0.26, 0.13], [-0.05, -0.11, 0.28], [0.05, -0.11, 0.39], [-0.38, 0.19, -0.09], [0.23, 0.23, -0.01], [0.04, 0.39, -0.57], [0.04, 1.00, 0.40], [0.27, -1.28, -0.42], [-0.59, -0.16, 0.47], [-1.94, 2.14, -0.32], [0.24, -0.43, 0.31], [0.57, -0.36, -0.21], [1.93, -4.67, -1.08]]
}